No. 1
Entry from OMol25: the molecule C4H6ClNS in a non-equilibrium geometry (ωB97M-V with the def2-TZVPD basis set).

## Properties
HOMO level = -8.484 eV
SMILES = C=NS[C@@H]1C[C@@H]1Cl
Kohn-Sham gap = 9.08 eV
Charge = 0
LUMO level = 0.022 Ha

```
13
Properties=species:S:1:pos:R:3:forces:R:3
C 1.231717 -1.159479 -0.002993 0.934 1.124 2.414
C 1.670872 -0.658172 -1.314164 -5.055 0.123 -1.669
C 0.947166 0.298137 -0.347214 2.197 1.648 1.608
C -2.589717 1.015398 1.182286 0.398 1.159 -1.989
H 1.889446 -1.115468 0.923507 -0.271 -0.557 -1.811
H 2.685439 -0.597654 -1.521137 1.500 0.501 -0.676
H 0.847320 -0.779060 -2.192753 2.539 -0.552 1.876
H 1.731197 1.045389 0.118100 -1.907 -1.549 -0.445
H -3.517801 0.786010 0.415031 2.772 0.289 1.322
H -2.996851 1.446069 2.119777 0.736 -0.742 -0.251
N -1.290307 1.146788 0.941556 -3.460 -0.582 2.343
S -0.683167 0.991370 -0.565190 0.239 -0.745 -2.472
Cl 0.074685 -2.419326 0.243193 -0.622 -0.116 -0.251
```
Forces are in eV/Å.

Atomic partial charges in e from the natural (NBO) method, atoms 1 to 2:
1 C -0.271
2 C -0.403

=====

No. 2
Entry from OMol25: a structure of composition C4H6CrLiO2 in a non-equilibrium geometry (ωB97M-V with the def2-TZVPD basis set).

## Properties
<S²> = 8.753
HOMO level (alpha / beta) = -15.815 / -16.836 eV
Kohn-Sham gap (alpha / beta) = 8.10 / 9.09 eV
2S+1 = 6
Charge = +2
LUMO level (alpha / beta) = -0.284 / -0.285 Ha

```
14
Properties=species:S:1:pos:R:3:forces:R:3
O 1.675458 -0.165943 -0.195890 1.918 -0.772 0.553
C 0.447662 0.166024 -0.158723 -3.034 -0.758 0.337
C -0.520890 -0.484925 0.606144 2.272 2.325 1.380
Cr 2.984029 0.937379 -1.246578 0.509 0.402 -0.353
Li 2.324795 -1.779592 0.652758 -0.071 0.137 -0.073
H 0.136727 1.006900 -0.793926 -0.077 -0.302 -0.009
H -0.233987 -0.962873 1.546654 0.055 0.038 -0.121
C -1.910732 -0.168850 0.500725 1.228 -2.956 0.012
C -2.215120 -0.573459 -0.864407 -4.452 1.245 1.803
O -2.661319 0.198365 1.507725 -0.839 -0.181 -1.653
H -2.776348 0.528647 -0.779147 1.909 -1.035 -2.571
H -1.640044 -1.421573 -1.261915 1.113 1.842 -0.724
H -3.161939 -0.975163 -1.240822 -1.068 0.139 1.068
H -2.337152 0.933992 2.042346 0.538 -0.124 0.350
```
Forces are in eV/Å.

Atomic partial charges in e from the natural (NBO) method, atoms 1 to 2:
1 O -0.942
2 C 0.309

=====

No. 3
Entry from OMol25: a structure of composition C4H6CsFO4 in a non-equilibrium geometry (ωB97M-V with the def2-TZVPD basis set).

## Properties
HOMO level = -5.281 eV
Kohn-Sham gap = 4.46 eV
Charge = 0
LUMO level = -0.030 Ha

```
16
Properties=species:S:1:pos:R:3:forces:R:3
C 1.077309 1.914081 2.270880 0.089 -0.403 -0.345
O 1.886695 0.939865 1.740342 0.756 -0.229 -0.270
Cs 4.993300 -0.333310 0.331697 -1.137 0.316 0.345
H 0.902206 2.755450 1.561303 -0.075 0.090 0.157
H 0.068753 1.522691 2.532490 -0.057 0.097 -0.021
H 1.443703 2.375629 3.213957 0.119 0.042 -0.032
C 0.435559 -1.211676 -1.131901 1.503 -2.530 -1.669
O -0.505909 -1.848147 -0.410957 -0.447 -0.014 0.541
C -1.760150 -1.250812 -0.602616 0.185 0.103 0.334
C -1.529041 -0.310762 -1.783965 -0.069 0.267 0.161
O -0.107956 -0.300886 -1.921211 -0.223 1.005 -0.173
O 1.538858 -1.684135 -1.308348 -0.782 1.294 0.977
F -2.077051 -0.558956 0.532199 -0.174 0.021 -0.177
H -2.518228 -2.026039 -0.749720 0.187 0.128 0.048
H -1.977351 -0.689013 -2.709064 0.139 0.091 0.161
H -1.870697 0.706020 -1.565086 -0.014 -0.280 -0.036
```
Forces are in eV/Å.

Atomic partial charges in e from the natural (NBO) method, atoms 1 to 2:
1 C -0.206
2 O -1.044

=====

No. 4
Entry from OMol25: a structure of composition C4H6CsO3 in a non-equilibrium geometry (ωB97M-V with the def2-TZVPD basis set).

## Properties
HOMO level (alpha / beta) = -1.232 / -1.233 eV
Kohn-Sham gap (alpha / beta) = 2.91 / 2.91 eV
Charge = -1
LUMO level (alpha / beta) = 0.061 / 0.061 Ha

```
14
Properties=species:S:1:pos:R:3:forces:R:3
O 1.101875 0.793827 -0.192706 -1.477 -0.555 -1.130
C -0.065076 1.418355 -0.309365 -1.004 2.250 4.724
O -0.073599 2.644620 -0.227106 -0.925 -2.098 -1.299
C 1.247515 -0.600011 -0.740580 -0.329 -0.312 -0.405
H 2.122856 -0.482685 -1.407727 -0.163 0.037 0.172
C 1.694884 -1.470990 0.425858 -0.029 -0.012 0.204
H 2.731043 -1.259368 0.765491 -0.160 -0.194 0.033
H 1.048756 -1.357898 1.314196 0.042 0.021 -0.415
H 1.617665 -2.527623 0.117638 0.262 0.201 0.154
Cs -1.567862 -1.390286 -2.182582 0.041 0.578 0.910
O -1.380960 0.553457 0.224629 5.045 -1.166 -2.635
C -2.696836 0.879820 0.506327 -1.244 1.280 -0.281
H -2.964591 1.875967 0.099837 -0.096 -0.268 0.083
H -2.815664 0.922817 1.606095 0.036 0.238 -0.114
```
Forces are in eV/Å.

Atomic partial charges in e from the Mulliken method, atoms 1 to 2:
1 O -0.251
2 C 0.555

=====

No. 5
Entry from OMol25: a structure of composition C4H6EuO in a non-equilibrium geometry (ωB97M-V with the def2-TZVPD basis set).

## Properties
<S²> = 20.475
HOMO level (alpha / beta) = -9.645 / -11.919 eV
Kohn-Sham gap (alpha / beta) = 5.36 / 7.91 eV
2S+1 = 9
Charge = +1
LUMO level (alpha / beta) = -0.158 / -0.147 Ha

```
12
Properties=species:S:1:pos:R:3:forces:R:3
C 1.813309 0.418753 -0.108766 0.301 -1.696 0.362
C 0.611188 0.934572 -0.674435 -1.606 2.871 1.318
C -0.460141 0.608426 0.240737 0.540 1.169 -1.289
C -1.296100 -0.541451 -0.090867 0.212 -1.389 1.443
O -1.411931 -1.498797 0.675759 -0.615 -0.408 -0.675
Eu -2.568184 -3.864764 0.862593 0.298 0.551 0.012
H 2.385306 1.126707 0.502859 -0.557 -0.428 0.413
H 2.454804 -0.080686 -0.843636 0.353 -0.084 0.462
H 0.634240 1.981219 -0.988290 -0.079 -0.418 -1.222
H 0.790592 -0.010024 0.965280 1.241 -0.168 -0.964
H -1.096235 1.466107 0.501099 -0.233 -0.151 0.001
H -1.856847 -0.540062 -1.042333 0.146 0.151 0.138
```
Forces are in eV/Å.

Atomic partial charges in e from the natural (NBO) method, atoms 1 to 2:
1 C -0.554
2 C -0.094

=====

No. 6
Entry from OMol25: the molecule C4H6F2N2 in a non-equilibrium geometry (ωB97M-V with the def2-TZVPD basis set).

## Properties
HOMO level = -10.007 eV
SMILES = CN1[C@H](F)C=N[C@@H]1F
Kohn-Sham gap = 10.55 eV
Charge = 0
LUMO level = 0.020 Ha

```
14
Properties=species:S:1:pos:R:3:forces:R:3
C -1.175422 -1.267748 0.777457 0.079 0.620 0.272
C 0.120796 -1.234584 0.043033 1.174 1.837 0.486
C -0.987849 0.831591 0.229021 1.377 -0.118 -2.270
C 1.282462 0.855165 -0.530050 1.795 -0.329 -4.751
N -1.723525 -0.142406 0.956855 -0.978 0.005 -0.133
N 0.042893 0.064063 -0.547974 0.369 2.600 1.930
F 0.323206 -2.179337 -0.890680 -0.184 -1.046 -0.550
F -1.646244 1.488313 -0.778429 -1.973 -0.024 -0.525
H -1.588574 -2.138617 1.197044 -0.437 -1.122 0.492
H 1.001740 -1.228364 0.721565 -0.432 -0.634 0.031
H -0.711978 1.759716 0.738562 0.944 -0.933 1.203
H 1.194073 1.954677 -0.829479 -0.583 -1.629 0.326
H 1.897622 0.847069 0.333478 0.248 -0.393 1.360
H 1.970800 0.390467 -1.420404 -1.398 1.166 2.130
```
Forces are in eV/Å.

Atomic partial charges in e from the natural (NBO) method, atoms 1 to 2:
1 C 0.119
2 C 0.272

=====

No. 7
Entry from OMol25: a cluster of 2 separate species, C4H6F2N2 in total in a non-equilibrium geometry (ωB97M-V with the def2-TZVPD basis set).

## Properties
HOMO level = -11.595 eV
SMILES = [H]/N=C(\C#N)CF.CF
Kohn-Sham gap = 11.44 eV
Charge = 0
LUMO level = -0.006 Ha

```
14
Properties=species:S:1:pos:R:3:forces:R:3
C 0.730562 -2.108495 -1.284491 0.141 0.116 1.014
C -1.510059 -1.097286 -1.077063 0.085 -1.224 -0.399
C 0.775905 1.638569 0.582574 -0.649 2.907 -1.474
C -0.316264 -1.805066 -0.378840 -3.247 0.956 0.012
N 1.624612 -2.208196 -1.977690 1.195 -0.345 -1.174
N -0.415879 -1.963462 0.876531 1.204 -0.262 -0.769
F -2.687880 -1.371747 -0.414609 0.259 0.669 0.565
F 0.502907 1.166402 -0.653401 -0.760 -0.504 -1.757
H -1.747956 -1.456972 -2.085144 0.860 0.040 -0.047
H -1.210288 -0.052378 -1.113164 -0.625 0.255 0.158
H 0.094898 1.330236 1.257022 -2.437 -1.607 2.255
H 1.694285 1.283604 0.787771 3.353 -0.698 1.230
H 0.467723 -2.377232 1.166261 0.037 -0.252 0.605
H 0.669275 2.729475 0.594135 0.586 -0.052 -0.220
```
Forces are in eV/Å.

Atomic partial charges in e from the natural (NBO) method, atoms 1 to 2:
1 C 0.193
2 C 0.007

=====

No. 8
Entry from OMol25: a cluster of 2 separate species, C4H6F2O in total in a non-equilibrium geometry (ωB97M-V with the def2-TZVPD basis set).

## Properties
HOMO level (alpha / beta) = -8.806 / -8.789 eV
Kohn-Sham gap (alpha / beta) = 8.65 / 8.31 eV
Charge = 0
LUMO level (alpha / beta) = -0.006 / -0.017 Ha

```
13
Properties=species:S:1:pos:R:3:forces:R:3
C -0.629536 0.787877 -0.386547 -1.559 -0.806 -2.200
C -1.855283 0.085458 0.211629 0.316 -1.716 -1.757
C 2.008614 -0.124326 0.799618 -0.907 -0.623 -3.639
C 0.341314 -0.225021 -0.914009 1.968 1.316 1.836
O -0.666786 1.983853 -0.643444 1.019 -0.975 0.649
F 3.094736 -0.637698 0.178272 -0.074 1.065 0.071
F -0.069330 -1.461117 -0.716431 -0.692 -1.798 0.063
H -1.629426 -0.329020 1.145714 0.394 -0.829 1.486
H -2.576463 0.800509 0.348737 -1.733 1.902 0.378
H -2.355979 -0.766542 -0.409315 1.398 1.543 0.775
H 1.743019 -0.821338 1.519405 -1.100 -0.701 1.494
H 1.736317 0.899891 0.745172 0.934 0.857 0.398
H 0.858801 -0.192521 -1.878803 0.037 0.765 0.446
```
Forces are in eV/Å.

Atomic partial charges in e from the natural (NBO) method, atoms 1 to 2:
1 C 0.466
2 C -0.710

=====

What did the sixth record say?
Entry from OMol25: the molecule C4H6F2N2 in a non-equilibrium geometry (ωB97M-V with the def2-TZVPD basis set).

## Properties
HOMO level = -10.007 eV
SMILES = CN1[C@H](F)C=N[C@@H]1F
Kohn-Sham gap = 10.55 eV
Charge = 0
LUMO level = 0.020 Ha

```
14
Properties=species:S:1:pos:R:3:forces:R:3
C -1.175422 -1.267748 0.777457 0.079 0.620 0.272
C 0.120796 -1.234584 0.043033 1.174 1.837 0.486
C -0.987849 0.831591 0.229021 1.377 -0.118 -2.270
C 1.282462 0.855165 -0.530050 1.795 -0.329 -4.751
N -1.723525 -0.142406 0.956855 -0.978 0.005 -0.133
N 0.042893 0.064063 -0.547974 0.369 2.600 1.930
F 0.323206 -2.179337 -0.890680 -0.184 -1.046 -0.550
F -1.646244 1.488313 -0.778429 -1.973 -0.024 -0.525
H -1.588574 -2.138617 1.197044 -0.437 -1.122 0.492
H 1.001740 -1.228364 0.721565 -0.432 -0.634 0.031
H -0.711978 1.759716 0.738562 0.944 -0.933 1.203
H 1.194073 1.954677 -0.829479 -0.583 -1.629 0.326
H 1.897622 0.847069 0.333478 0.248 -0.393 1.360
H 1.970800 0.390467 -1.420404 -1.398 1.166 2.130
```
Forces are in eV/Å.

Atomic partial charges in e from the natural (NBO) method, atoms 1 to 2:
1 C 0.119
2 C 0.272

=====

Repeat the seventh record exactly.
Entry from OMol25: a cluster of 2 separate species, C4H6F2N2 in total in a non-equilibrium geometry (ωB97M-V with the def2-TZVPD basis set).

## Properties
HOMO level = -11.595 eV
SMILES = [H]/N=C(\C#N)CF.CF
Kohn-Sham gap = 11.44 eV
Charge = 0
LUMO level = -0.006 Ha

```
14
Properties=species:S:1:pos:R:3:forces:R:3
C 0.730562 -2.108495 -1.284491 0.141 0.116 1.014
C -1.510059 -1.097286 -1.077063 0.085 -1.224 -0.399
C 0.775905 1.638569 0.582574 -0.649 2.907 -1.474
C -0.316264 -1.805066 -0.378840 -3.247 0.956 0.012
N 1.624612 -2.208196 -1.977690 1.195 -0.345 -1.174
N -0.415879 -1.963462 0.876531 1.204 -0.262 -0.769
F -2.687880 -1.371747 -0.414609 0.259 0.669 0.565
F 0.502907 1.166402 -0.653401 -0.760 -0.504 -1.757
H -1.747956 -1.456972 -2.085144 0.860 0.040 -0.047
H -1.210288 -0.052378 -1.113164 -0.625 0.255 0.158
H 0.094898 1.330236 1.257022 -2.437 -1.607 2.255
H 1.694285 1.283604 0.787771 3.353 -0.698 1.230
H 0.467723 -2.377232 1.166261 0.037 -0.252 0.605
H 0.669275 2.729475 0.594135 0.586 -0.052 -0.220
```
Forces are in eV/Å.

Atomic partial charges in e from the natural (NBO) method, atoms 1 to 2:
1 C 0.193
2 C 0.007

=====

> What is the formula in the second record?

C4H6CrLiO2